Record 1
The following is a DFT calculation (ωB97M-V/def2-TZVPD) of a 5-piece molecular cluster, C24H45BrNO18PS4 overall.

Last column: Löwdin charge in e.
Atoms and positions in Å:
C  6.563  1.549  -2.787  0.03
C  5.267  0.964  -3.385  -0.48
O  5.312  0.250  -4.312  0.18
O  4.103  1.324  -2.693  0.09
C  3.017  1.590  -3.505  -0.43
O  3.060  1.936  -4.627  0.18
C  1.652  1.465  -2.793  -0.04
C  0.469  1.756  -3.697  -0.13
C  -0.256  2.869  -3.576  -0.28
P  0.036  4.230  -2.345  0.65
O  1.662  4.644  -2.338  -0.37
Br  -0.479  3.243  -0.356  0.37
C  -1.469  3.048  -4.506  -0.36
O  -1.732  4.075  -5.033  0.13
C  -2.273  1.761  -4.722  -0.17
C  -3.787  1.806  -4.725  -0.11
C  -4.253  1.938  -3.216  -0.23
N  -3.483  0.924  -2.445  -0.01
C  -1.545  0.661  -4.860  0.06
C  -0.022  0.779  -4.789  -0.31
O  0.708  0.169  -5.490  0.16
H  6.696  1.138  -1.766  0.09
H  6.455  2.641  -2.683  0.09
H  7.408  1.248  -3.416  0.09
H  1.511  0.442  -2.386  0.15
H  1.674  2.140  -1.920  0.06
H  1.929  4.761  -3.266  0.06
H  -4.263  0.903  -5.139  0.12
H  -4.154  2.726  -5.217  0.12
H  -3.917  2.909  -2.804  0.11
H  -5.338  1.768  -3.104  0.11
H  -3.527  0.028  -2.924  0.06
H  -3.822  0.859  -1.491  0.07
H  -2.050  -0.305  -4.985  0.12
C  -1.778  -6.490  -3.671  -0.07
C  -1.210  -5.376  -4.529  -0.26
O  -2.119  -4.987  -5.572  -0.26
S  -3.352  -4.047  -5.187  0.57
C  -3.803  -3.597  -6.832  -0.12
O  -2.857  -2.888  -4.502  -0.29
O  -4.395  -4.852  -4.629  -0.27
H  -2.631  -6.142  -3.088  0.07
H  -1.022  -6.860  -2.977  0.08
H  -2.126  -7.317  -4.293  0.09
H  -0.931  -4.512  -3.923  0.11
H  -0.305  -5.726  -5.026  0.12
H  -2.988  -3.030  -7.277  0.08
H  -4.701  -2.985  -6.773  0.08
H  -4.004  -4.502  -7.401  0.08
C  4.310  2.069  5.410  -0.07
C  2.944  2.324  4.804  -0.26
O  3.031  2.662  3.408  -0.26
S  3.266  1.477  2.360  0.58
C  2.867  2.388  0.906  -0.13
O  2.263  0.473  2.570  -0.28
O  4.657  1.146  2.334  -0.27
H  4.758  1.163  5.001  0.07
H  4.231  1.949  6.492  0.08
H  4.989  2.894  5.192  0.09
H  2.281  1.468  4.950  0.11
H  2.482  3.179  5.299  0.12
H  1.820  2.679  0.962  -0.02
H  3.035  1.738  0.049  0.06
H  3.514  3.260  0.845  0.09
C  2.378  -4.873  7.129  -0.07
C  2.927  -3.746  6.277  -0.26
O  2.016  -3.371  5.233  -0.26
S  0.761  -2.456  5.617  0.58
C  0.307  -2.007  3.975  -0.11
O  1.232  -1.291  6.309  -0.28
O  -0.264  -3.287  6.172  -0.28
H  1.516  -4.544  7.709  0.07
H  3.138  -5.230  7.826  0.08
H  2.049  -5.704  6.504  0.08
H  3.186  -2.878  6.887  0.11
H  3.841  -4.076  5.783  0.12
H  1.112  -1.420  3.536  0.05
H  -0.604  -1.413  4.035  0.07
H  0.125  -2.911  3.399  0.08
C  -5.214  1.151  3.424  -0.07
C  -4.434  1.853  4.518  -0.26
O  -3.017  1.690  4.354  -0.26
S  -2.274  2.591  3.260  0.56
C  -0.623  2.273  3.801  -0.11
O  -2.584  3.968  3.501  -0.27
O  -2.453  1.994  1.970  -0.33
H  -5.056  1.632  2.458  0.07
H  -6.283  1.173  3.643  0.08
H  -4.892  0.113  3.326  0.08
H  -4.693  2.913  4.572  0.12
H  -4.684  1.411  5.482  0.12
H  -0.499  2.677  4.803  0.08
H  0.053  2.771  3.107  0.06
H  -0.448  1.200  3.788  0.06

Computed properties:
SMILES string = CC(=O)OC(=O)CC1=C(P(O)Br)C(=O)C(CCN)=CC1=O.CCOS(C)(=O)=O.CCOS(C)(=O)=O.CCOS(C)(=O)=O.CCOS(C)(=O)=O
Gap between HOMO and LUMO = 7.9216 eV

***

Record 2
The following is a DFT calculation (ωB97M-V/def2-TZVPD) of C24H45ClIrN4O7S2Si as an isolated structure.

Last column: Löwdin spin population.
Atoms and positions in Å:
Ir  -0.516  -0.458  0.074  2.45
C  -2.244  0.376  2.605  0.01
C  -0.876  0.606  3.250  0.00
C  -0.636  2.098  3.435  0.00
C  -0.782  -0.152  4.569  0.00
O  0.133  0.036  2.343  0.09
Si  1.788  0.069  2.378  0.06
S  2.029  -0.466  0.252  0.94
O  2.318  1.536  2.625  0.02
C  3.450  2.251  3.203  0.00
C  3.063  3.722  3.170  0.00
C  4.676  1.994  2.339  0.00
C  3.661  1.759  4.627  0.00
O  2.380  -1.093  3.298  0.02
C  3.179  -2.302  3.245  0.00
C  3.166  -2.868  4.658  0.00
C  4.593  -1.940  2.812  0.00
C  2.555  -3.302  2.281  0.02
H  -3.032  0.562  3.335  0.00
H  -2.335  -0.667  2.267  0.01
H  -2.388  1.059  1.767  0.00
H  -1.485  2.547  3.951  0.00
H  -0.525  2.575  2.461  0.00
H  0.262  2.281  4.022  0.00
H  -1.498  0.264  5.278  0.00
H  0.221  -0.068  4.990  0.00
H  -1.004  -1.210  4.423  0.00
H  2.831  4.029  2.150  0.00
H  3.888  4.330  3.539  0.00
H  2.190  3.901  3.798  0.00
H  4.490  2.292  1.307  0.00
H  4.950  0.937  2.360  0.00
H  5.514  2.576  2.719  0.00
H  2.775  1.959  5.233  0.00
H  4.510  2.274  5.075  0.00
H  3.853  0.686  4.637  0.00
H  3.584  -2.145  5.359  0.00
H  3.762  -3.779  4.697  0.00
H  2.145  -3.098  4.967  0.00
H  5.025  -1.203  3.490  0.00
H  4.590  -1.536  1.797  0.00
H  5.221  -2.831  2.826  0.00
H  1.545  -3.557  2.599  0.00
H  3.159  -4.208  2.246  0.00
H  2.509  -2.877  1.271  0.02
O  0.006  3.054  -1.989  0.02
Cl  -0.712  1.950  -1.538  0.01
O  -2.071  1.945  -1.997  0.06
O  -0.091  0.688  -1.951  0.10
O  -0.730  1.869  -0.070  0.05
N  0.003  -4.624  -0.944  0.00
C  -0.013  -3.294  -1.115  0.01
N  -0.495  -2.670  -0.058  0.07
C  -0.818  -3.652  0.867  0.01
C  -1.366  -3.557  2.144  0.00
C  -1.579  -4.731  2.834  0.00
C  -1.257  -5.977  2.275  0.00
C  -0.716  -6.086  1.010  0.00
C  -0.503  -4.901  0.315  0.00
H  0.325  -5.299  -1.620  0.00
H  0.332  -2.795  -2.008  0.00
H  -1.590  -2.587  2.573  0.00
H  -2.003  -4.697  3.829  0.00
H  -1.439  -6.874  2.850  0.00
H  -0.469  -7.049  0.583  0.00
C  -6.339  2.450  -0.383  0.00
C  -6.054  1.398  -1.448  0.00
N  -4.677  0.883  -1.395  0.02
C  -4.254  -0.301  -1.030  0.08
S  -2.654  -0.817  -1.576  0.83
N  -4.925  -1.202  -0.336  0.03
C  -6.222  -1.112  0.353  0.01
C  -6.198  -2.020  1.572  0.00
H  -7.372  2.781  -0.481  0.00
H  -5.691  3.317  -0.507  0.00
H  -6.200  2.056  0.624  0.00
H  -6.169  1.846  -2.434  0.00
H  -6.751  0.567  -1.380  0.00
H  -3.960  1.501  -1.756  0.00
H  -4.470  -2.101  -0.241  0.01
H  -7.019  -1.420  -0.326  0.00
H  -6.392  -0.080  0.651  0.00
H  -6.068  -3.063  1.277  0.00
H  -7.143  -1.942  2.106  0.00
H  -5.396  -1.736  2.254  0.00

Computed properties:
Spin multiplicity = 6
Gap between HOMO and LUMO (spin up / spin down) = 8.7958 / 5.1204 eV
Expectation value of S² = 8.76
Total charge = +2

***

Record 3
The following is a DFT calculation (ωB97M-V/def2-TZVPD) of C24H45CoNO3P2 as an isolated structure.

Last column: Löwdin spin population.
Atoms and positions in Å:
Co  2.025  0.408  -2.733  1.09
C  0.613  -2.914  -0.173  0.32
C  1.902  -2.365  -0.406  0.31
C  1.323  -1.920  1.771  0.33
C  0.286  -2.693  1.191  0.32
C  2.322  -1.707  0.781  0.32
C  -0.234  -3.581  -1.179  0.05
H  -0.027  -3.190  -2.184  0.00
H  -1.297  -3.412  -0.967  0.00
H  -0.072  -4.669  -1.207  0.02
C  -0.903  -3.172  1.912  0.05
H  -1.590  -3.689  1.235  0.00
H  -1.450  -2.340  2.388  0.02
H  -0.627  -3.876  2.711  0.02
C  1.309  -1.433  3.161  0.05
H  1.291  -2.273  3.871  0.02
H  0.416  -0.819  3.368  0.02
H  2.203  -0.840  3.375  0.00
C  3.561  -0.923  0.917  0.05
H  4.450  -1.547  0.750  0.02
H  3.638  -0.475  1.911  0.00
H  3.585  -0.112  0.170  0.02
C  2.643  -2.443  -1.681  0.05
H  2.784  -3.490  -1.988  0.01
H  3.632  -1.980  -1.598  0.00
H  2.102  -1.928  -2.508  0.02
C  0.586  1.121  -3.510  -0.01
C  1.067  -0.116  -4.145  -0.04
C  1.948  -0.046  -5.378  -0.01
C  3.444  0.201  -5.026  -0.01
C  3.613  0.582  -3.573  -0.01
C  3.042  1.831  -3.079  -0.02
C  2.378  2.795  -4.067  -0.01
C  0.879  2.434  -4.214  -0.01
H  1.593  0.680  -6.122  0.00
H  3.912  0.920  -5.717  0.00
H  1.887  -1.031  -5.870  0.00
H  0.567  2.440  -5.270  0.00
H  -0.335  1.136  -2.918  0.01
H  0.450  -1.029  -4.086  0.00
H  0.285  3.223  -3.730  0.00
H  2.458  3.806  -3.632  0.00
H  3.486  2.344  -2.211  0.01
H  2.890  2.841  -5.045  0.00
H  3.994  -0.742  -5.183  0.00
H  4.532  0.187  -3.112  0.01
P  -2.717  0.183  -0.660  0.62
C  -3.930  -0.939  0.150  0.10
H  -4.959  -0.577  0.009  0.02
H  -3.706  -0.990  1.241  0.01
H  -3.826  -1.946  -0.283  0.00
C  -3.621  1.785  -0.730  0.08
H  -4.668  1.652  -1.030  0.02
H  -3.107  2.420  -1.466  0.00
H  -3.571  2.262  0.257  0.00
C  -2.869  -0.337  -2.412  0.10
H  -1.929  -0.069  -2.913  0.01
H  -3.706  0.166  -2.909  0.02
H  -2.999  -1.423  -2.467  0.00
P  1.168  3.402  1.182  0.00
C  2.304  3.599  2.622  0.00
H  1.911  4.361  3.306  0.00
H  3.269  3.927  2.207  0.00
H  2.435  2.651  3.158  0.00
C  0.234  4.984  1.355  0.00
H  0.521  5.604  0.492  0.00
H  0.500  5.496  2.289  0.00
H  -0.845  4.789  1.324  0.00
C  -0.043  2.246  1.925  0.01
H  -0.216  2.419  2.993  0.00
H  0.395  1.248  1.800  0.00
H  -1.001  2.290  1.395  0.00
O  -2.867  -0.946  2.854  0.02
N  -2.486  0.272  3.033  0.00
O  -1.417  0.485  3.664  0.01
O  -3.186  1.211  2.570  0.01

Computed properties:
Spin multiplicity = 5
Gap between HOMO and LUMO (spin up / spin down) = 7.8662 / 3.5447 eV
Expectation value of S² = 6.09
Total charge = +1

***

| no. | maximum force (hartree/bohr) |
| --- | --- |
| 1 | 0.0548 |
| 2 | 0.0181 |
| 3 | 0.1442 |